(1)
The following is a DFT calculation (ωB97M-V/def2-TZVPD) of a structure of composition C38H55AlNO2P2.

Each line ends with the Mulliken charge.
Geometry (Å):
Al (0.260, 1.227, -3.348)  -1.1782
C (-0.391, -3.646, -0.200)  0.2000
C (0.887, -3.944, -0.748)  0.4574
C (1.167, -2.340, 0.877)  0.9181
C (-0.216, -2.646, 0.791)  0.6243
C (1.850, -3.134, -0.090)  -0.1150
C (-1.673, -4.302, -0.535)  -1.4870
H (-1.640, -4.754, -1.534)  0.4024
H (-2.502, -3.582, -0.507)  0.1814
H (-1.920, -5.107, 0.176)  0.3750
C (-1.266, -2.032, 1.624)  0.4944
H (-2.258, -2.106, 1.159)  0.2836
H (-1.054, -0.962, 1.757)  -0.9729
H (-1.327, -2.488, 2.626)  0.3590
C (1.744, -1.364, 1.824)  -0.3342
H (1.496, -1.622, 2.869)  0.1370
H (1.329, -0.355, 1.652)  -0.1749
H (2.839, -1.319, 1.741)  0.4811
C (3.310, -3.161, -0.320)  -1.4350
H (3.807, -3.859, 0.373)  0.3568
H (3.754, -2.168, -0.173)  0.2681
H (3.534, -3.495, -1.341)  0.3835
C (1.170, -4.978, -1.766)  -1.7582
H (1.371, -5.957, -1.302)  0.3274
H (2.051, -4.704, -2.358)  0.4246
H (0.316, -5.102, -2.444)  0.4005
C (-1.318, 1.839, -4.168)  0.4713
C (-2.055, 0.518, -4.146)  -1.3029
C (-1.607, -0.448, -5.259)  -0.9656
C (-0.260, -1.160, -5.068)  -1.0801
C (0.807, -0.357, -4.326)  0.0333
C (1.310, 0.890, -4.880)  0.0715
C (0.600, 1.725, -5.941)  -0.8609
C (-0.814, 2.299, -5.548)  -1.1986
H (-1.549, 0.094, -6.216)  0.4062
H (0.111, -1.416, -6.083)  0.4124
H (-2.398, -1.197, -5.406)  0.5091
H (-1.546, 2.116, -6.349)  0.3414
H (-1.858, 2.641, -3.655)  0.8497
H (-3.129, 0.728, -4.313)  0.6689
H (-0.729, 3.397, -5.514)  0.4155
H (1.246, 2.599, -6.111)  0.4619
H (2.390, 1.075, -4.817)  0.6566
H (0.577, 1.212, -6.917)  0.3857
H (-0.426, -2.135, -4.584)  0.2144
H (1.520, -1.006, -3.794)  0.8209
P (-2.539, -0.405, -2.398)  1.1423
C (-4.126, 0.362, -1.933)  -1.1219
C (-3.070, -2.035, -3.023)  -1.5008
P (2.307, 2.197, -0.352)  0.5137
C (0.848, 2.131, -1.582)  0.2813
C (3.085, 0.632, -0.946)  -0.7806
C (3.348, 3.509, -1.105)  -1.1304
H (-3.954, 0.920, -1.001)  0.2307
H (-4.858, -0.436, -1.744)  0.4211
H (-4.488, 1.044, -2.711)  0.3990
H (-2.168, -2.659, -3.134)  0.1375
H (-3.579, -1.943, -3.991)  0.4735
H (-3.752, -2.511, -2.308)  0.4967
H (2.829, 3.966, -1.954)  0.2605
H (4.335, 3.129, -1.389)  0.3574
H (3.486, 4.265, -0.318)  0.3573
H (0.010, 1.851, -0.903)  -1.0435
H (0.692, 3.209, -1.813)  0.5850
H (3.861, 0.351, -0.222)  0.4879
H (3.516, 0.749, -1.950)  0.4911
H (2.335, -0.172, -0.960)  -0.3044
C (3.135, 0.604, 5.934)  -1.7135
C (1.790, 0.009, 5.597)  1.0961
C (1.523, -1.301, 5.991)  -0.9108
C (0.279, -1.893, 5.756)  -1.0506
C (-0.710, -1.157, 5.119)  -0.6053
C (-0.454, 0.159, 4.688)  0.0176
N (-1.462, 0.798, 3.985)  0.1497
C (-1.695, 2.175, 3.820)  -0.5950
C (-1.798, 3.086, 4.886)  -0.4402
C (-2.021, 4.436, 4.610)  -0.4724
C (-2.155, 4.879, 3.286)  -0.6768
C (-2.107, 3.956, 2.232)  -0.3870
C (-1.844, 2.619, 2.502)  0.7934
C (-1.600, 1.571, 1.426)  -0.4438
O (-0.390, 1.195, 1.308)  0.1443
O (-2.602, 1.176, 0.784)  -0.6662
C (0.836, 0.731, 4.863)  1.1736
C (1.190, 2.030, 4.223)  -1.4275
H (3.775, 0.712, 5.046)  0.3320
H (3.047, 1.592, 6.407)  0.3395
H (3.655, -0.058, 6.636)  0.4105
H (2.315, -1.854, 6.500)  0.3192
H (0.086, -2.915, 6.080)  0.3956
H (-1.703, -1.581, 4.945)  0.6157
H (-2.196, 0.189, 3.625)  0.3516
H (-1.694, 2.718, 5.910)  0.4536
H (-2.102, 5.145, 5.434)  0.3976
H (-2.310, 5.943, 3.079)  0.3832
H (-2.276, 4.252, 1.195)  0.4576
H (0.885, 2.050, 3.166)  0.0764
H (0.709, 2.872, 4.736)  0.3327
H (2.270, 2.195, 4.263)  0.4665

Values from the calculation:
Strongest force on any atom in hartree/bohr: 0.17428
Total charge: +1
Highest occupied orbital energy (alpha / beta) in eV: -8.619 / -8.618
LUMO (alpha / beta) in Ha: -0.2258 / -0.2190



(2)
The following is a DFT calculation (ωB97M-V/def2-TZVPD) of a structure of composition C38H55BrIrN2Si.

Each line ends with the Mulliken charge.
Geometry (Å):
Ir (0.341, -0.480, 0.371)  0.8101
C (3.468, -0.054, -2.069)  -0.1708
C (3.267, -1.299, -2.631)  -0.7475
C (3.511, -2.436, -1.876)  -0.4320
C (3.946, -2.315, -0.572)  -0.5641
C (4.151, -1.075, -0.017)  -0.2727
C (3.898, 0.068, -0.765)  -0.5695
H (3.270, 0.841, -2.649)  0.4525
H (2.979, -1.390, -3.657)  0.4308
H (3.393, -3.421, -2.324)  0.4850
H (4.205, -3.208, -0.013)  0.5178
H (4.550, -0.997, 1.000)  0.5875
H (4.044, 1.041, -0.328)  0.5363
C (2.512, -2.414, 2.576)  -1.6033
Si (1.073, -2.261, 1.428)  0.3860
C (0.385, -3.987, 1.125)  2.3640
C (-0.986, -3.929, 0.418)  -1.5228
C (0.290, -4.619, 2.519)  -1.6494
C (1.355, -4.799, 0.214)  -1.5621
C (-1.480, -1.178, 3.601)  3.0481
C (-1.249, -1.497, 5.074)  -1.7167
C (0.340, 0.608, 3.758)  -1.8208
C (-2.895, -1.541, 3.214)  -1.8767
H (2.198, -2.603, 3.600)  0.5994
H (3.113, -1.519, 2.554)  0.3140
H (3.098, -3.275, 2.265)  0.4086
H (-1.662, -3.247, 0.913)  0.2115
H (-1.435, -4.918, 0.369)  0.4995
H (-0.930, -3.556, -0.594)  0.3359
H (-0.415, -4.063, 3.125)  0.3294
H (1.238, -4.637, 3.028)  0.3215
H (-0.064, -5.643, 2.452)  0.4499
H (1.504, -4.362, -0.770)  0.2453
H (0.942, -5.813, 0.073)  0.4770
H (2.330, -4.952, 0.690)  0.3173
H (-0.211, -1.414, 5.377)  0.3978
H (-1.550, -2.535, 5.267)  0.4730
H (-1.834, -0.851, 5.726)  0.3951
H (1.061, -0.076, 3.335)  -0.1820
H (0.394, 0.547, 4.843)  0.7290
H (0.638, 1.612, 3.480)  0.2685
H (-3.035, -2.609, 3.401)  0.4453
H (-3.106, -1.332, 2.164)  0.3211
H (-3.612, -0.984, 3.806)  0.4742
Br (-3.715, 3.523, 1.072)  -0.1159
C (-2.776, 2.212, 2.002)  -0.5976
C (-2.806, 2.138, 3.400)  -0.7530
C (-2.010, 1.243, 4.018)  -1.4855
C (-1.095, 0.296, 3.280)  1.7206
N (-1.119, 0.483, 1.803)  0.3599
C (-1.911, 1.361, 1.272)  0.5543
H (-3.424, 2.839, 3.930)  0.5142
H (-1.966, 1.217, 5.108)  0.4430
H (-0.774, -1.793, 3.017)  -2.4189
H (-1.861, 1.464, 0.205)  0.1801
C (2.218, 3.693, 2.323)  -2.1049
C (1.333, 3.641, 1.119)  0.6867
C (0.663, 4.797, 0.691)  -0.8013
C (-0.080, 4.784, -0.480)  0.3153
C (-0.794, 6.013, -0.955)  -1.8069
C (-0.185, 3.606, -1.222)  -0.4959
C (0.370, 2.389, -0.738)  -0.0869
C (1.168, 2.471, 0.433)  0.5129
N (0.069, 1.148, -1.166)  -0.0208
C (-0.554, 0.800, -2.450)  1.9520
C (-2.069, 1.139, -2.465)  -1.4555
C (-2.647, 0.760, -3.839)  0.0515
C (-2.533, -0.763, -4.012)  -1.4859
C (-1.039, -1.162, -3.971)  0.3861
C (-0.301, -0.466, -5.120)  -1.2831
C (-0.416, 1.054, -4.942)  0.2385
C (-1.886, 1.496, -4.963)  -1.3031
C (0.204, 1.471, -3.603)  -0.9475
C (-0.417, -0.725, -2.627)  -2.3628
H (3.073, 4.367, 2.190)  0.4904
H (2.618, 2.706, 2.558)  0.3437
H (1.658, 4.024, 3.195)  0.3915
H (0.746, 5.722, 1.278)  0.3824
H (-0.575, 6.863, -0.327)  0.4076
H (-1.885, 5.856, -0.930)  0.3101
H (-0.520, 6.240, -1.990)  0.3617
H (-0.792, 3.608, -2.098)  0.8175
H (1.714, 1.580, 0.763)  -0.0687
H (-2.268, 2.201, -2.276)  0.5444
H (-2.600, 0.553, -1.698)  0.4600
H (-3.692, 1.055, -3.866)  0.3428
H (-2.957, -1.059, -4.970)  0.5589
H (-3.127, -1.260, -3.223)  0.4107
H (-0.952, -2.253, -4.064)  0.4263
H (-0.730, -0.768, -6.077)  0.5421
H (0.742, -0.771, -5.123)  0.3172
H (0.142, 1.535, -5.743)  0.3774
H (-2.364, 1.243, -5.912)  0.5088
H (-1.966, 2.577, -4.864)  0.5022
H (0.162, 2.557, -3.511)  0.7760
H (1.232, 1.129, -3.546)  -0.0062
H (0.620, -1.032, -2.564)  -0.2205
H (-0.959, -1.227, -1.822)  0.6929

Values from the calculation:
Strongest force on any atom in hartree/bohr: 0.01756
2S+1: 5
Total charge: +1
Highest occupied orbital energy (alpha / beta) in eV: -10.028 / -10.996
LUMO (alpha / beta) in Ha: -0.0770 / -0.1678